(1)
{"formula": "C5H8O2", "method": "ωB97M-V/def2-TZVPD", "smiles": "O=C1CC[C@@H]1CO", "energy_ev": -9408.650, "e_lumo_ev": 0.8, "largest_force_ev_per_a": 0.65, "e_homo_ha": -0.3513, "gap_ev": 10.390, "elements": ["O", "O", "C", "C", "C", "C", "C", "H", "H", "H", "H", "H", "H", "H", "H"], "coordinates": [[2.3870, 0.4818, 0.2944], [-1.2299, -2.1711, -0.0055], [-1.0603, -0.9833, 0.0842], [-1.8470, 0.2417, -0.3807], [-0.5978, 1.0990, -0.0399], [1.4591, -0.5447, 0.0055], [0.1158, -0.1343, 0.5737], [3.2281, 0.2476, -0.1156], [-0.7727, 1.9197, 0.6589], [1.3610, -0.7019, -1.0814], [1.7564, -1.5064, 0.4501], [-2.1609, 0.2054, -1.4287], [0.1721, -0.0880, 1.6677], [-0.0820, 1.4925, -0.9199], [-2.7289, 0.4421, 0.2372]], "forces_ev_per_a": [[0.3, 0.0, -0.1], [0.1, 0.6, 0.1], [-0.1, -0.6, -0.1], [-0.1, 0.0, -0.1], [0.0, 0.2, 0.0], [-0.3, -0.3, -0.1], [0.1, 0.0, 0.1], [-0.1, 0.1, 0.1], [0.0, -0.1, -0.1], [0.0, 0.1, 0.1], [0.0, 0.2, -0.1], [0.0, 0.0, 0.2], [0.0, 0.0, -0.1], [-0.1, -0.1, 0.1], [0.1, 0.0, -0.1]], "nbo_charge": [-0.72, -0.52, 0.62, -0.53, -0.39, -0.05, -0.36, 0.47, 0.22, 0.16, 0.18, 0.23, 0.24, 0.21, 0.24]}


(2)
{"formula": "C54H64As3N3O2S2ScTe", "method": "ωB97M-V/def2-TZVPD", "total_charge": 1, "energy_ev": -297778.264, "e_lumo_ev": -2.7, "largest_force_ev_per_a": 0.79, "e_homo_ha": -0.3619, "gap_ev": 7.151, "elements": ["Te", "As", "As", "As", "Sc", "S", "S", "O", "O", "N", "N", "N", "C", "C", "C", "C", "C", "C", "C", "C", "C", "C", "C", "C", "C", "C", "C", "C", "C", "C", "C", "C", "C", "C", "C", "C", "C", "C", "C", "C", "C", "C", "C", "C", "C", "C", "C", "C", "C", "C", "C", "C", "C", "C", "C", "C", "C", "C", "C", "C", "C", "C", "C", "C", "C", "C", "H", "H", "H", "H", "H", "H", "H", "H", "H", "H", "H", "H", "H", "H", "H", "H", "H", "H", "H", "H", "H", "H", "H", "H", "H", "H", "H", "H", "H", "H", "H", "H", "H", "H", "H", "H", "H", "H", "H", "H", "H", "H", "H", "H", "H", "H", "H", "H", "H", "H", "H", "H", "H", "H", "H", "H", "H", "H", "H", "H", "H", "H", "H", "H"], "coordinates": [[0.8352, 0.2431, -5.8840], [2.0613, -2.3921, -2.4431], [1.7399, -1.5821, 0.9493], [3.2585, -7.3540, -0.8578], [-0.5375, 0.0071, -0.1625], [-4.0208, -0.1186, 0.4731], [-4.7899, -2.8338, 1.5675], [-1.8033, 4.2888, -0.0574], [-1.6348, 1.5348, -0.6442], [-5.6322, -0.6279, 2.5037], [-0.5863, -0.1886, -2.5288], [0.6672, 1.5997, 0.9365], [-0.9698, -0.7157, -6.4457], [4.4467, -6.7900, -2.3206], [-2.4481, -3.6861, -1.2450], [-1.4952, -1.4818, 2.6080], [-4.8340, -1.0880, 1.5365], [-0.7744, 0.7923, 2.6731], [3.6962, -2.6004, -3.5240], [1.3606, 2.5650, 0.3161], [-1.8711, -0.2119, -2.6041], [1.3500, 3.8790, 0.7206], [2.9624, -4.2624, -0.2219], [-2.1500, -2.7356, -7.0193], [-1.8654, -2.4657, -1.5197], [-2.1277, 0.0190, -6.6759], [-6.1827, -1.5387, 3.4943], [-5.2063, 2.8979, -4.8407], [-4.3811, -3.0321, -2.5106], [-0.0881, 1.9249, 2.0110], [-6.3320, 5.3573, 0.5043], [-1.0301, -0.3664, 1.9140], [-5.3191, 4.5318, 0.0406], [-6.0691, 6.6924, 0.7799], [-0.1622, 3.2361, 2.4575], [1.8480, -1.4327, 2.8947], [-1.7789, -1.4432, 3.9656], [-0.0149, 1.4891, -4.3512], [-4.0335, 3.4184, -2.6605], [-3.3145, -2.0065, -7.2159], [-4.7897, 7.2004, 0.5959], [-1.0575, 0.8414, 4.0384], [-3.7715, 6.3705, 0.1552], [-3.8020, -1.7993, -2.7670], [1.5779, -7.4177, -1.8889], [4.4058, -3.8547, -0.5316], [0.5548, 4.2195, 1.8073], [-3.2992, -0.6282, -7.0488], [3.3481, -0.5281, 0.5678], [-3.1546, 3.1267, -1.6159], [-5.9138, -2.9662, 3.0014], [-4.0307, 5.0348, -0.1341], [-2.5270, -1.5097, -2.2956], [-3.7067, -3.9786, -1.7546], [-2.4553, 1.9051, -1.6157], [-2.8998, 4.1464, -0.5539], [2.4606, -3.4385, 0.9810], [-4.2684, 2.5485, -3.7126], [2.0777, -4.1030, -1.4562], [-3.5808, 1.3404, -3.7122], [-0.9801, -2.0946, -6.6317], [0.2078, 0.9823, -2.9246], [-1.5734, -0.2704, 4.6827], [0.8331, -3.1008, -3.8064], [-2.6811, 1.0276, -2.7086], [2.9261, -5.7327, 0.2566], [-5.7079, -1.3695, 4.4615], [-0.8270, 1.7317, 4.6137], [-4.3489, -1.0611, -3.3362], [1.5606, -6.7320, -2.7355], [-1.0722, 1.6048, -4.5683], [1.9663, 2.2502, -0.5273], [-1.9196, -4.4167, -0.6437], [-2.1149, 1.0992, -6.5914], [3.5601, -2.0078, -4.4281], [4.5790, -7.6654, -2.9573], [1.4541, -8.4336, -2.2636], [-5.4265, -3.5715, 3.7606], [-6.8596, 7.3354, 1.1439], [-4.2269, -2.5085, -7.5116], [-4.5313, 4.3808, -2.6588], [0.0408, 1.8212, -2.2386], [-4.1975, -0.0489, -7.2332], [4.4736, -2.7842, -0.7321], [3.2591, -3.3999, 1.7246], [0.4564, 2.4653, -4.4568], [1.9298, 4.6184, 0.1868], [4.2234, -1.0034, 1.0078], [1.9348, -5.9520, 0.6674], [-5.7120, 0.3697, 2.6201], [4.0585, -5.9753, -2.9316], [3.6209, -5.8379, 1.0952], [1.0347, -4.2938, -1.1734], [2.8749, -1.6020, 3.2154], [1.2493, 0.6732, -2.8210], [1.3932, -3.7291, -4.5000], [0.7357, -7.1996, -1.2313], [4.7853, -4.3895, -1.4014], [-2.1488, -3.8092, -7.1656], [-7.3279, 4.9600, 0.6495], [1.6239, -3.9648, 1.4499], [1.5267, -0.4439, 3.2147], [5.4255, -6.5174, -1.9278], [3.5018, -0.4054, -0.5036], [0.4810, 5.2492, 2.1306], [-1.7784, -0.2302, 5.7451], [-0.0748, -2.6696, -6.4779], [3.2101, 0.4516, 1.0224], [4.5799, -2.2392, -3.0027], [-2.7676, 6.7540, 0.0187], [0.3611, -2.2898, -4.3566], [-4.1700, -4.9328, -1.5383], [-6.8199, -3.4703, 2.6779], [1.2010, -2.1701, 3.3641], [-5.9669, 2.1267, -4.9712], [-2.1460, -2.3310, 4.4702], [-7.2506, -1.3587, 3.6067], [0.0523, -3.6980, -3.3350], [-4.6634, 2.9878, -5.7839], [2.3445, -4.8584, -2.1933], [-0.8776, -2.2584, -1.1217], [-5.3683, -3.2498, -2.8976], [3.8431, -3.6447, -3.8029], [-1.6479, -2.4152, 2.0759], [-0.7967, 3.4902, 3.2942], [5.0562, -4.0818, 0.3167], [-5.5207, 3.4886, -0.1729], [-3.7208, 0.6501, -4.5367], [-4.5844, 8.2423, 0.8034], [-5.7101, 3.8439, -4.6504]], "forces_ev_per_a": [[-0.2, 0.1, -0.1], [0.0, -0.1, -0.2], [0.8, -0.2, -0.1], [-0.1, 0.1, 0.0], [0.3, 0.1, 0.3], [-0.1, -0.1, -0.1], [0.1, 0.0, 0.0], [0.2, 0.0, -0.1], [-0.3, 0.1, 0.0], [-0.1, 0.0, 0.1], [0.1, -0.2, -0.2], [-0.3, 0.1, -0.1], [0.2, 0.0, 0.1], [0.0, 0.0, 0.0], [0.0, -0.1, 0.1], [-0.2, 0.0, -0.1], [-0.1, 0.1, 0.1], [-0.2, -0.2, 0.0], [-0.1, 0.0, 0.1], [0.1, -0.1, 0.0], [0.0, 0.0, 0.0], [0.0, 0.0, 0.0], [0.0, 0.2, -0.1], [0.0, 0.0, 0.0], [-0.1, 0.2, -0.1], [0.0, 0.0, 0.0], [0.0, 0.0, 0.0], [0.1, 0.0, 0.1], [0.0, 0.0, 0.0], [0.1, -0.2, 0.1], [0.0, 0.0, 0.0], [0.1, 0.1, 0.3], [0.1, 0.0, -0.1], [0.0, 0.0, 0.0], [0.1, 0.2, 0.1], [-0.1, 0.1, 0.0], [0.0, -0.1, 0.0], [0.1, -0.2, 0.1], [0.1, 0.1, 0.1], [0.0, 0.0, 0.0], [0.0, 0.0, 0.0], [0.1, 0.1, 0.0], [0.1, 0.0, 0.0], [0.0, 0.1, 0.0], [0.0, -0.1, 0.0], [-0.1, -0.1, 0.0], [0.0, 0.0, 0.0], [0.0, 0.0, 0.0], [0.0, 0.0, 0.0], [0.1, -0.2, 0.1], [0.1, -0.1, -0.2], [-0.1, -0.1, 0.1], [0.0, -0.1, 0.0], [0.0, 0.0, 0.0], [-0.3, 0.0, -0.3], [-0.1, 0.1, 0.0], [-0.3, 0.0, 0.0], [0.0, 0.0, -0.1], [-0.1, -0.1, 0.1], [0.0, 0.0, -0.1], [0.0, 0.0, 0.0], [-0.1, 0.1, -0.1], [0.0, 0.0, 0.0], [-0.1, 0.1, 0.1], [0.1, 0.1, 0.2], [0.1, 0.0, -0.1], [0.0, 0.0, 0.0], [0.0, 0.0, 0.0], [0.0, 0.0, 0.0], [0.0, 0.0, 0.0], [0.0, 0.1, -0.1], [-0.1, 0.0, 0.0], [0.0, 0.0, 0.0], [0.0, 0.0, 0.0], [0.0, 0.0, 0.0], [0.0, 0.0, 0.0], [0.0, 0.0, 0.0], [-0.1, 0.0, 0.0], [0.0, 0.0, 0.0], [0.0, 0.0, 0.0], [-0.1, 0.0, 0.1], [-0.1, 0.0, 0.1], [0.0, 0.0, 0.0], [0.0, 0.0, 0.0], [0.0, 0.0, 0.1], [0.0, 0.0, 0.0], [0.0, 0.0, 0.0], [0.0, 0.0, 0.0], [0.0, 0.0, 0.0], [0.1, 0.0, 0.0], [0.0, 0.0, 0.0], [0.0, 0.0, 0.0], [0.0, 0.0, -0.1], [0.0, 0.0, -0.1], [0.1, 0.0, 0.0], [0.0, 0.0, 0.0], [0.0, 0.0, 0.0], [0.0, 0.1, 0.0], [0.0, 0.0, 0.0], [0.0, 0.0, 0.0], [0.0, -0.1, 0.0], [0.0, 0.0, 0.0], [0.0, 0.0, 0.0], [0.0, 0.0, 0.0], [0.0, 0.0, 0.0], [0.0, 0.0, 0.0], [-0.1, 0.0, 0.0], [0.0, 0.0, 0.0], [0.0, 0.0, 0.0], [0.0, 0.0, 0.0], [0.1, 0.0, 0.1], [0.0, 0.0, 0.0], [0.0, 0.0, 0.0], [-0.1, 0.0, 0.0], [0.0, 0.0, 0.0], [0.0, 0.0, 0.0], [0.0, 0.0, 0.0], [0.0, 0.0, 0.0], [0.0, 0.0, 0.0], [0.0, 0.0, 0.0], [0.3, -0.2, -0.1], [0.0, 0.0, 0.0], [0.0, 0.0, 0.0], [-0.1, 0.0, 0.0], [0.0, 0.0, 0.0], [0.0, 0.0, 0.0], [0.0, 0.0, 0.0], [0.0, 0.0, 0.0], [0.0, 0.0, 0.0], [0.0, 0.0, 0.0]], "lowdin_charge": [1.30, 1.12, 1.11, 1.14, 0.87, 0.74, 0.94, 0.12, -0.21, -0.07, 0.01, 0.02, -0.56, -0.35, -0.07, -0.17, -1.12, -0.22, -0.31, -0.12, -0.20, -0.03, -0.66, -0.07, -0.08, -0.16, -0.21, -0.04, -0.05, -0.22, -0.07, -0.27, -0.03, -0.08, 0.01, -0.27, -0.09, -0.46, 0.03, -0.08, -0.07, -0.03, -0.02, -0.01, -0.35, -0.06, -0.03, -0.09, -0.31, -0.05, -0.40, -0.16, -0.17, -0.08, -0.29, -0.28, -0.33, -0.24, -0.37, 0.00, -0.16, -0.31, -0.07, -0.32, -0.11, -0.38, 0.12, 0.11, 0.11, 0.01, 0.03, 0.12, 0.11, 0.10, 0.01, 0.02, 0.01, 0.07, 0.11, 0.11, 0.13, 0.10, 0.11, 0.05, 0.08, 0.05, 0.12, 0.03, 0.06, 0.14, 0.00, 0.06, 0.07, 0.04, 0.07, 0.04, 0.01, 0.06, 0.11, 0.10, 0.07, 0.03, 0.02, 0.00, 0.12, 0.11, 0.08, 0.01, 0.01, 0.12, -0.06, 0.11, 0.07, 0.03, 0.08, 0.11, 0.12, 0.02, 0.08, 0.03, 0.06, 0.11, 0.02, 0.08, 0.12, 0.09, 0.12, 0.11, 0.11, 0.08]}


(3)
{"formula": "C9H12NO5", "method": "ωB97M-V/def2-TZVPD", "total_charge": -1, "energy_ev": -21254.116, "e_lumo_ev": 3.5, "largest_force_ev_per_a": 4.58, "e_homo_ha": -0.1166, "gap_ev": 6.625, "elements": ["O", "O", "O", "O", "O", "N", "C", "C", "C", "C", "C", "C", "C", "C", "C", "H", "H", "H", "H", "H", "H", "H", "H", "H", "H", "H", "H"], "coordinates": [[-0.9499, -2.5733, 1.2919], [-3.0319, -1.9223, -1.3881], [-0.5348, -0.1000, -1.7571], [1.9458, -0.7245, -1.8005], [-3.7400, -1.1400, 0.6582], [0.4014, -1.5086, -0.1751], [-0.6725, -0.4207, -0.3433], [0.8148, 1.6721, 0.0807], [-1.6182, 1.7013, 0.1638], [0.2400, -2.5043, 0.6726], [1.5717, -1.6221, -0.8971], [2.2135, -2.7524, -0.4390], [1.2934, -3.3348, 0.5648], [-3.1383, -1.4859, -0.3037], [-0.4120, 0.7978, 0.5094], [-1.4430, 2.8671, 0.3919], [0.6796, 2.1937, -0.9848], [-2.5752, 1.3177, 0.4778], [-1.5116, -1.8221, 0.9642], [1.6667, 0.9831, 0.0762], [-0.8104, -0.9121, -2.1711], [1.0826, -0.0686, -1.9033], [-1.8085, 1.7084, -0.9562], [3.1948, -3.1404, -0.5985], [-0.3936, 0.6155, 1.5543], [1.4553, -4.1938, 1.1236], [0.9484, 2.5366, 0.8252]], "forces_ev_per_a": [[-0.7, -0.4, 1.1], [0.4, -0.3, -0.1], [-0.2, 0.9, 0.6], [-1.8, 2.8, -0.9], [0.9, -0.3, -0.2], [-1.0, 4.1, -1.9], [0.7, -2.2, 0.5], [-0.1, 1.0, -0.4], [-0.2, 2.4, -1.3], [-0.6, -1.0, 0.2], [0.5, -1.6, 1.4], [-1.6, -0.2, 1.0], [1.3, 0.7, -0.8], [-0.9, 0.9, -0.2], [-0.7, 2.5, -3.1], [-0.5, -2.6, 0.0], [0.2, -1.4, 2.2], [-0.3, 0.1, 0.9], [0.9, -0.2, 0.0], [0.3, 0.7, -0.1], [-0.4, -0.4, -0.5], [2.2, -2.1, 0.1], [0.8, 0.0, 1.1], [0.3, 0.1, -0.5], [0.2, -0.6, 0.9], [0.3, -1.4, 0.8], [0.0, -1.3, -1.0]], "nbo_charge": [-0.72, -0.59, -0.78, -0.73, -0.59, -0.46, 0.07, -0.64, -0.61, 0.44, 0.42, -0.41, -0.41, 0.99, -0.32, 0.18, 0.20, 0.22, 0.48, 0.22, 0.49, 0.51, 0.22, 0.20, 0.21, 0.19, 0.20]}